# 1
The following is a DFT calculation (ωB97M-V with the def2-TZVPD basis set) of 2 unconnected molecules or ions with the total composition C4H11NO3 in a non-equilibrium geometry.

Structure (XYZ):
```
19
Properties=species:S:1:pos:R:3:forces:R:3:nbo_charge:R:1
C -0.81578 -0.11412 -0.08389 -2.98 2.68 -3.31 -0.06
O -2.02233 0.40456 0.57094 1.53 -0.92 0.54 -0.84
C 0.42926 0.81582 0.06124 0.06 -3.52 1.79 -0.09
C 1.62165 0.04705 -0.58318 -0.45 0.86 -0.34 -0.44
C 2.24944 -1.00005 0.33961 0.65 -0.08 2.85 0.02
O 3.39894 -1.59061 0.01938 0.25 -0.10 -1.04 -0.97
N 0.28392 2.17323 -0.39921 -1.43 0.96 1.05 -0.84
H -1.09952 0.08918 -1.21142 0.60 -0.63 1.07 0.09
H -0.66048 -1.19428 -0.09421 0.26 0.13 0.93 0.18
H 0.55913 0.74539 1.15328 0.55 0.74 -0.10 0.18
H 2.35138 0.85015 -0.83472 -0.14 -0.82 -0.22 0.19
H 1.25764 -0.52306 -1.47902 0.44 0.77 0.24 0.17
H 2.42653 -0.44695 1.40504 -0.74 -0.32 -1.21 0.01
H 1.43515 -1.75827 0.58642 0.09 0.45 -0.13 0.07
H -0.35006 2.04618 -1.17599 -0.18 0.46 -0.62 0.34
H -0.32572 2.69209 0.29966 0.92 -0.93 -1.04 0.35
H -3.68316 -1.86913 0.24022 -0.79 0.63 0.27 0.39
H -2.82343 -0.26575 0.65613 0.24 0.39 -0.52 0.53
O -4.23254 -1.10145 0.52972 1.12 -0.74 -0.19 -1.29
```
Forces are in eV/Å.

Computed properties:
charge = -2
HOMO-LUMO gap = 6.472 eV
relative energy (zero: lowest compared OMol25 entry of this formula, charge and spin) = 29.4 kcal per mole

---

# 2
The following is a DFT calculation (ωB97M-V with the def2-TZVPD basis set) of 3 unconnected molecules or ions with the total composition C4H11NO3 in a non-equilibrium geometry.

Structure (XYZ):
```
19
Properties=species:S:1:pos:R:3:forces:R:3:nbo_charge:R:1
C -0.10058 0.38499 0.00823 -0.52 -0.39 -0.06 -0.22
C -0.23002 -0.23905 1.39543 1.36 -0.83 -0.09 -0.43
C -0.95115 0.58523 2.47955 -0.25 -0.25 0.09 0.00
O -1.10346 0.00592 3.69279 0.20 -0.03 -0.03 -0.98
N 0.92845 -0.23333 -0.82933 0.72 0.10 0.65 -0.80
C 0.47507 0.85028 -3.08093 -0.68 0.73 -2.57 0.20
O 0.58109 1.99839 -2.71066 -0.21 0.50 0.01 -0.56
H -1.08070 0.26907 -0.49052 -0.07 0.54 0.06 0.14
H 0.18754 1.43200 0.15613 -0.45 0.14 -0.22 0.16
H 0.82720 -0.39586 1.67008 -0.15 0.08 0.51 0.17
H -0.60823 -1.26051 1.33203 -0.32 0.07 -0.12 0.22
H -1.95780 0.84107 2.03569 0.13 0.35 -0.18 0.05
H -0.34372 1.52656 2.51404 -0.20 0.41 -0.02 0.05
H 0.87561 0.24061 -1.74440 0.73 -1.29 1.27 0.27
H 1.23556 0.43107 -3.77429 0.39 -0.35 0.62 0.10
H -0.47809 0.29955 -3.18338 -0.12 0.11 0.70 0.12
H 0.89027 -1.30094 -0.83838 -0.80 0.41 -0.37 0.45
H -0.32120 -3.16905 -1.35453 -0.03 0.04 -0.03 0.39
O 0.32707 -2.88161 -0.70210 0.25 -0.32 -0.21 -1.31
```
Forces are in eV/Å.

Computed properties:
charge = -2
HOMO-LUMO gap = 4.892 eV
relative energy (zero: lowest compared OMol25 entry of this formula, charge and spin) = 70.7 kcal per mole